Version i
The following is a DFT calculation (the ωB97M-V functional and the def2-TZVPD basis) of a cluster of 2 separate species, C5H14NO2 in total.

CARTESIAN COORDINATES (ANGSTROEM)
H: 0.15900 -1.95572 2.49779
C: -1.12110 0.25982 0.12895
N: -0.19716 -1.01052 2.15453
H: -2.13438 -0.74887 -2.91944
H: -0.29996 -1.83295 0.16286
H: -0.80500 1.24637 0.65543
H: -2.12594 -0.09445 0.70728
H: -0.29715 0.75614 -1.86706
H: 0.26052 -0.26183 2.70080
C: 1.35585 -0.34760 0.32768
H: 1.77672 2.80864 -0.97248
H: -1.17425 -0.85385 2.34070
O: 2.10859 -0.07458 1.16906
C: -1.64309 -1.01673 -1.95002
C: -1.23082 0.40015 -1.36462
O: 1.07106 2.19947 -0.84054
H: -0.77895 -1.66061 -2.24166
H: -2.41734 -1.59334 -1.32626
H: 1.63477 -0.27584 -0.71893
H: 0.37682 2.57587 -1.44593
H: -1.92446 1.18163 -1.70637
C: -0.07876 -0.83175 0.59525

Summary:
Kohn-Sham gap   10.75 eV
Net charge   +1

Atomic partial charges in e from the Mulliken method, atoms 1 to 6:
1 H 0.373
2 C -0.722
3 N -0.308
4 H 0.364
5 H 0.422
6 H 0.371

=====

Version ii
The following is a DFT calculation (the ωB97M-V functional and the def2-TZVPD basis) of a cluster of 2 separate species, C5H14NO2 in total.

CARTESIAN COORDINATES (ANGSTROEM)
H: -0.10170 3.06847 0.53987
H: 0.46556 -2.47879 -0.22038
H: 2.23082 -2.50726 -0.22249
C: 0.02415 1.92134 0.50828
H: -0.95764 1.72895 -1.53118
H: 1.01225 1.76787 1.03516
H: 1.37409 -2.17633 -1.61040
H: -1.77266 0.70468 0.65309
H: 1.36161 -0.21074 0.67657
C: 0.42618 0.05611 -1.23973
C: 0.00170 1.54151 -1.01009
C: 1.16164 -0.56686 -0.37823
H: 0.88700 2.02493 -1.56470
H: 0.19746 -0.20102 -2.32972
C: -0.97760 1.10728 1.30391
O: -0.24293 0.00971 1.95361
N: 1.40942 -2.01877 -0.56156
H: -1.57218 -1.19037 -0.46270
H: -0.27746 0.21670 2.83066
H: -1.53219 1.84228 1.97324
H: -1.83683 -2.48859 0.20713
O: -1.28069 -2.15110 -0.55035

Summary:
Kohn-Sham gap   10.91 eV
Net charge   +1

Atomic partial charges in e from the Mulliken method, atoms 1 to 6:
1 H 0.369
2 H 0.424
3 H 0.366
4 C -0.655
5 H 0.393
6 H 0.356

=====

Which of them is the most stable? Correct choice: version i.

=====

Version i
The following is a DFT calculation (the ωB97M-V functional and the def2-TZVPD basis) of an isolated molecule of C7H13N3O2.

CARTESIAN COORDINATES (ANGSTROEM)
H: 0.04475 0.71849 4.60701
H: -0.79179 -0.93558 4.40060
H: -0.42284 0.27156 -3.25928
H: 1.39216 1.25299 -2.50961
N: -0.35129 1.52720 2.09267
C: -0.89551 0.38973 -2.21654
C: -0.38030 -0.85650 1.90362
H: 0.21720 -2.14297 -2.20798
H: -1.76034 -0.25709 -2.16261
O: 0.02202 2.59825 0.11433
H: 0.41204 1.99926 2.67220
H: -0.80771 -1.92542 -0.95528
O: -0.37762 -2.01213 1.80238
C: 0.22837 -0.08583 -1.15322
N: 0.05518 0.39186 0.12619
C: -0.72308 0.17748 4.00806
H: 2.15241 0.89813 -0.81836
C: 0.00842 1.53292 0.66953
H: 0.81884 -2.08503 -0.47271
N: -0.38937 0.21023 2.59472
H: 2.18127 -0.33412 -2.12920
H: -1.61317 0.75727 4.16152
C: 1.63157 0.46613 -1.67384
C: 0.16916 -1.62461 -1.18935
H: -0.86194 1.51223 -2.07739

Summary:
Kohn-Sham gap   8.96 eV
Net charge   0

Atomic partial charges in e from the Mulliken method, atoms 1 to 6:
1 H 0.278
2 H 0.291
3 H 0.338
4 H 0.292
5 N -0.452
6 C -1.472

=====

Version ii
The following is a DFT calculation (the ωB97M-V functional and the def2-TZVPD basis) of a cluster of 2 separate species, C7H13N3O2 in total.

CARTESIAN COORDINATES (ANGSTROEM)
H: 0.15484 2.68052 -0.09373
H: -0.05205 -1.12146 1.87272
H: 0.25572 0.28160 2.62321
N: -0.95751 1.18596 -0.25033
C: 3.04432 -0.75239 -0.79824
C: 1.60768 -0.61999 -0.27757
H: -4.40559 -0.28808 0.45344
C: 0.22700 1.02686 -1.88089
C: -2.51076 -0.61777 -0.36226
H: 1.12674 -1.62302 -0.29995
C: 1.59761 -0.15423 1.19031
H: 3.55713 0.21524 -0.75605
C: 0.83047 0.27322 -1.12870
N: 0.24973 -0.16204 1.73300
C: -2.13289 0.77673 0.02367
N: -3.78621 -0.94148 -0.01791
H: -2.83782 1.42152 0.52427
H: 3.61249 -1.46668 -0.19328
O: -1.76010 -1.39171 -0.92997
H: 2.31549 -0.77765 1.74908
H: 1.99361 0.87556 1.21199
H: 3.05065 -1.09400 -1.83914
O: -0.76214 2.48141 0.16489
H: -4.12321 -1.86820 -0.24448
H: -0.29517 1.66008 -2.47407

Summary:
Kohn-Sham gap   7.54 eV
Net charge   0
SMILES   C#C[C@@H](C)CN.NC(=O)/C=N/O

Atomic partial charges in e from the Mulliken method, atoms 1 to 6:
1 H 0.356
2 H 0.207
3 H 0.193
4 N 0.227
5 C -1.602
6 C 0.789

=====

Which of them is the most stable? Correct choice: version i.

=====

Version i
The following is a DFT calculation (the ωB97M-V functional and the def2-TZVPD basis) of a cluster of 4 separate species, C4H14O4 in total.

CARTESIAN COORDINATES (ANGSTROEM)
O: 4.17299 0.22424 5.24844
H: 3.72493 0.72821 4.56417
H: 1.11004 -0.29822 1.72130
H: -0.30510 -2.72801 2.07470
C: -0.28195 0.90218 -1.76995
H: -2.99504 1.66915 -3.05020
H: -0.26701 -0.01046 1.35246
C: 1.11437 0.73959 -2.22820
H: 4.09545 -0.68833 4.96212
H: 1.60197 1.71166 -2.42118
H: -1.36130 -3.71710 2.54512
C: -2.73747 0.94510 -2.26933
H: 1.26281 0.15197 -3.13331
H: -1.38069 -0.58487 -2.84821
O: -0.60129 -3.63738 1.94654
O: -0.21643 1.43786 -0.48752
H: -1.15686 1.56809 -0.29567
O: 0.23739 -0.69277 1.81706
H: -3.05444 1.46882 -1.36402
C: -1.37096 0.38153 -2.33561
H: 1.86202 0.27846 -1.55493
H: -3.45343 0.15030 -2.47379

Summary:
Kohn-Sham gap   8.80 eV
Net charge   0
SMILES   C/C=C(/C)O.O.O.O

Atomic partial charges in e from the Mulliken method, atoms 1 to 6:
1 O -0.633
2 H 0.313
3 H 0.298
4 H 0.345
5 C 0.618
6 H 0.263

=====

Version ii
The following is a DFT calculation (the ωB97M-V functional and the def2-TZVPD basis) of a cluster of 5 separate species, C4H14O4 in total.

CARTESIAN COORDINATES (ANGSTROEM)
H: 1.43526 -0.34611 2.47120
H: -1.44824 -1.58252 -2.74325
H: -0.07752 0.35333 -3.14663
C: -0.52950 -1.52326 -2.18316
H: -2.69826 -1.82130 2.15679
H: 2.35405 0.92299 1.24656
O: 3.06200 1.54423 0.90331
H: 0.01089 1.17239 1.23496
H: 1.30796 -0.67687 -2.84098
O: 0.54743 0.37786 -1.24129
H: -0.12002 -2.46329 -1.80383
O: -0.78694 1.72089 0.99282
H: -1.83996 -2.22153 -0.03391
H: -0.58630 1.78021 0.05386
H: -2.10057 -0.42554 -0.48830
H: 0.30098 -0.19435 -0.48976
H: -2.64060 0.00704 1.89141
C: -2.08917 -1.22237 0.25717
O: 1.05288 0.02916 1.67154
C: 0.31457 -0.38611 -2.45647
H: 3.89005 1.06285 0.86674
C: -2.50320 -0.98614 1.49925

Summary:
Kohn-Sham gap   3.50 eV
Net charge   0

Atomic partial charges in e from the Mulliken method, atoms 1 to 6:
1 H 0.152
2 H 0.342
3 H 0.278
4 C -0.500
5 H 0.236
6 H 0.437

=====

Which of them is the most stable? Correct choice: version i.

=====

Version i
The following is a DFT calculation (the ωB97M-V functional and the def2-TZVPD basis) of an isolated molecule of C2H3P3.

CARTESIAN COORDINATES (ANGSTROEM)
P: -0.73316 -1.26118 -0.43226
P: 0.11761 2.02534 -0.73545
P: -1.29345 0.80307 0.38784
H: -2.36149 1.18871 -0.65242
H: 2.43536 0.85725 -0.01728
H: 0.37746 -2.96559 0.86405
C: 1.41739 1.31250 -0.19780
C: 0.04027 -1.96009 0.78332

Summary:
Kohn-Sham gap (alpha / beta)   7.48 / 6.55 eV
Net charge   0
SMILES   C#P=[PH]=P#C

Atomic partial charges in e from the Mulliken method, atoms 1 to 6:
1 P -0.049
2 P -0.226
3 P -0.147
4 H 0.082
5 H 0.390
6 H 0.315

=====

Version ii
The following is a DFT calculation (the ωB97M-V functional and the def2-TZVPD basis) of an isolated molecule of C2H3P3.

CARTESIAN COORDINATES (ANGSTROEM)
P: 2.02303 0.03838 -0.35307
P: 0.77823 1.56143 0.64432
C: -0.73260 0.69290 0.61623
C: -0.73962 -0.75849 0.05277
H: -1.54945 1.10635 1.08227
P: 0.63394 -1.58240 -0.51901
H: 1.35268 0.17217 -1.69294
H: -1.76621 -1.23034 0.16945

Summary:
Kohn-Sham gap   7.89 eV
Net charge   0
SMILES   C1=P[PH]#P=C1

Atomic partial charges in e from the Mulliken method, atoms 1 to 6:
1 P -0.162
2 P -0.021
3 C -0.349
4 C -0.201
5 H 0.401
6 P -0.045

=====

Which of them is the most stable? Correct choice: version ii.